a:
DFT (wB97M-V/def2-TZVPD) results for the molecule C5H6N2O.

```
14
Properties=species:S:1:pos:R:3:mulliken_charge:R:1
C 2.17983 0.46709 -0.81156 -1.00
C 0.71788 0.57897 -0.74747 0.38
N -0.23636 1.20201 -1.28842 -0.59
C -0.66680 -0.10747 -0.74242 -0.17
C -1.10371 -0.31682 0.64691 0.25
N -2.42846 -0.64222 0.96002 -0.49
C -0.10333 -0.02609 1.47960 0.41
O 0.69603 -0.00938 2.34755 -0.47
H 2.45229 -0.41603 -1.39285 0.27
H 2.60762 1.34958 -1.28732 0.33
H 2.58010 0.34263 0.19498 0.29
H -0.99661 -0.83591 -1.48010 0.40
H -3.09652 -0.68416 0.20147 0.20
H -2.60197 -0.90220 1.91962 0.19
```

Lowest unoccupied orbital energy (eV): 0.52
SMILES string: CC1=N[C@@H]1C(N)=C=O
Kohn-Sham gap (eV): 7.9

***

b:
DFT (wB97M-V/def2-TZVPD) results for C5H6N2O as an isolated structure.

```
14
Properties=species:S:1:pos:R:3:mulliken_charge:R:1
C 0.54546 -2.11924 0.00060 -1.02
C 0.06828 -0.56204 0.05415 0.72
C -1.15785 0.17849 -0.72337 -0.09
C -0.13647 1.21083 -1.00717 0.10
C -0.07599 -0.54063 1.55937 -0.16
H 0.63244 -2.49450 -1.07358 0.31
H 1.64506 -1.85415 0.41196 0.29
H -0.08494 -2.87748 0.81633 0.31
H -0.94898 -0.47446 -1.87677 0.18
H -2.33360 0.37406 -0.47534 0.34
H 2.11371 0.18689 -0.83801 0.38
N 0.88153 0.43643 -0.39513 -0.36
N -0.09665 -0.43406 2.68668 -0.46
O -0.24730 2.26483 -1.53837 -0.54
```

Lowest unoccupied orbital energy (eV): -0.05
Kohn-Sham gap (eV): 10.3

***

c:
DFT (wB97M-V/def2-TZVPD) results for C5H6N2O as an isolated structure.

```
14
Properties=species:S:1:pos:R:3:mulliken_charge:R:1
C -2.21248 -0.11299 -0.10910 -0.89
C 0.23342 -0.54488 0.33475 0.66
C 1.30998 0.36897 0.23902 -0.11
C 2.55165 0.21672 -0.21055 -0.73
O 0.11451 -1.83577 0.61423 -0.49
N -0.83123 0.22807 0.17659 0.10
C -0.19543 1.52371 -0.01491 0.29
N -0.47263 2.63600 -0.30128 -0.66
H 0.99146 -2.24192 0.64167 0.36
H -2.37114 -0.23255 -1.18266 0.30
H -2.45802 -1.04146 0.40400 0.34
H -2.83881 0.70001 0.25355 0.33
H 2.94990 -0.72692 -0.58790 0.21
H 3.22882 1.06301 -0.25742 0.28
```

Lowest unoccupied orbital energy (alpha / beta) (eV): -0.20 / -0.20
Kohn-Sham gap (alpha / beta) (eV): 7.5 / 7.5

***

d:
DFT (wB97M-V/def2-TZVPD) results for the molecule C5H6N2O.

```
14
Properties=species:S:1:pos:R:3:mulliken_charge:R:1
C -3.18580 0.00064 -0.06996 -0.76
C -1.87054 -0.35424 0.10106 0.15
O -0.91832 0.62872 -0.02974 -0.39
C 0.38230 0.28355 0.01784 0.65
C 1.45172 1.16411 0.03941 -0.60
N 2.52330 0.29851 -0.01646 -0.04
C 2.06902 -0.97307 -0.02522 -0.29
N 0.76211 -0.99507 -0.04318 -0.54
H -3.55009 0.99779 -0.23983 0.28
H -3.96939 -0.74546 0.08165 0.23
H -1.47781 -1.40069 0.23785 0.30
H 1.49525 2.25486 0.03457 0.38
H 3.51268 0.60843 0.01753 0.22
H 2.77556 -1.76808 -0.10553 0.42
```

Lowest unoccupied orbital energy (eV): 0.78
SMILES string: C=COc1c[nH]cn1
Kohn-Sham gap (eV): 8.8

***

Out of the structures above, which one is the most stable? Solution: d.